Below is C5H8O in the gas phase, with properties calculated with the ωB97M-V functional and the def2-TZVPD basis.

```
14
Properties=species:S:1:pos:R:3:forces:R:3:lowdin_charge:R:1
C -2.153133 0.495802 -1.460907 -0.070 -0.015 -0.036 -0.10
C -0.894086 0.767526 -0.772901 0.503 0.099 0.265 -0.08
C 0.147997 0.926918 -0.188118 -0.421 -0.137 -0.220 -0.01
C 1.393283 0.863128 0.597642 0.052 0.191 -0.118 -0.24
O 1.328218 -0.120903 1.607466 -0.001 0.023 0.068 -0.18
C 1.014404 -1.403105 1.114661 -0.044 -0.284 -0.036 -0.12
H -2.931582 0.239775 -0.737515 0.054 0.052 -0.075 0.08
H -2.494443 1.355816 -2.039883 0.046 -0.027 0.056 0.08
H -2.035978 -0.349137 -2.144232 -0.022 0.082 0.036 0.08
H 1.589238 1.808464 1.114146 -0.058 -0.139 -0.144 0.12
H 2.242753 0.662713 -0.078727 -0.173 0.030 0.100 0.12
H 1.763596 -1.753093 0.387140 -0.057 0.069 0.117 0.09
H 0.999405 -2.077998 1.972455 0.044 0.081 -0.112 0.09
H 0.030330 -1.415906 0.628773 0.148 -0.026 0.099 0.08
```
Positions in Å, forces in eV/Å.

Properties
- calculated total energy (eV) = -7359.7927
- SMILES = CC#CCOC
- charge = 0

---

Below is C5H8O in the gas phase, with properties calculated with the ωB97M-V functional and the def2-TZVPD basis.

```
14
Properties=species:S:1:pos:R:3:forces:R:3:lowdin_charge:R:1
C -1.801381 0.555461 -0.621319 -0.076 -0.057 -0.033 -0.07
C -0.338856 0.325392 -0.922119 -0.105 -0.050 -0.179 -0.28
C 0.650758 0.840311 0.094728 0.114 0.248 0.115 -0.10
C 0.455624 -0.612532 -0.122374 0.439 0.215 0.458 -0.18
C 1.091015 -1.580509 0.507518 -0.179 -0.051 -0.244 -0.15
O 1.967748 -1.226240 1.504976 0.104 -0.484 0.537 -0.02
H -2.009655 0.329403 0.432078 0.006 0.023 -0.244 0.08
H -2.437969 -0.070338 -1.251702 -0.010 0.051 0.124 0.07
H -2.049882 1.607862 -0.802570 -0.019 -0.192 -0.009 0.08
H -0.041423 0.463606 -1.960544 -0.109 -0.120 0.087 0.14
H 1.598868 1.253796 -0.240017 -0.144 0.032 0.000 0.11
H 0.253005 1.282802 1.008470 -0.048 0.054 -0.182 0.11
H 1.076304 -2.659180 0.382353 -0.237 0.198 -0.306 0.11
H 1.568451 -0.487633 1.978590 0.263 0.134 -0.123 0.09
```
Positions in Å, forces in eV/Å.

Properties
- calculated total energy (eV) = -7359.8327
- SMILES = C[C@H]1C/C1=C\O
- charge = 0

---

Below is 2 unconnected molecules or ions with the total composition C5H8O in a non-equilibrium geometry, with properties calculated with the ωB97M-V functional and the def2-TZVPD basis.

```
14
Properties=species:S:1:pos:R:3:forces:R:3:lowdin_charge:R:1
C 1.730638 0.786132 0.077379 0.104 0.107 -0.064 -0.05
C 0.308647 0.364109 -0.060073 -0.007 0.001 -0.286 -0.28
C -0.166445 -0.525997 -0.933154 0.337 0.066 -0.135 -0.14
C -1.399300 -1.095932 -0.434629 0.561 -0.929 -0.261 -0.20
O -1.835186 -0.234497 0.576723 0.347 -0.868 0.136 -0.09
C -0.798455 0.721346 0.895928 0.136 -0.223 0.016 -0.13
H 1.899862 1.829792 -0.203483 0.013 -0.041 0.069 0.08
H 2.347410 0.145925 -0.559382 0.018 0.214 0.063 0.08
H 2.074360 0.654851 1.111802 -0.076 0.062 -0.151 0.08
H 0.354770 -1.100782 -1.681535 0.388 0.452 -0.213 0.10
H -0.507534 -2.496414 -0.544588 -2.200 1.758 1.465 0.18
H -2.291208 -1.448968 -0.942196 0.362 0.044 -0.406 0.10
H -0.564102 0.643173 1.967247 0.206 -0.140 -0.208 0.13
H -1.153455 1.757263 0.729960 -0.188 -0.502 -0.025 0.13
```
Positions in Å, forces in eV/Å.

Properties
- calculated total energy (eV) = -7358.4097
- charge = 0

---

Below is a molecular structure, C5H8O, with properties calculated with the ωB97M-V functional and the def2-TZVPD basis.

```
14
Properties=species:S:1:pos:R:3:forces:R:3:lowdin_charge:R:1
C 1.566327 -0.333523 0.152877 0.122 0.165 0.027 -0.06
C 0.695431 -1.573452 0.088447 -0.141 -0.167 -0.019 -0.06
C 0.093597 -0.230775 -0.106799 0.231 -0.170 0.223 -0.49
C -0.982376 0.530200 0.654232 -0.009 0.000 0.117 -0.06
C -1.147338 1.256261 -0.687172 -0.218 0.291 0.026 -0.16
O -0.383607 0.239551 -1.364922 0.100 -0.065 -0.151 -0.05
H 2.221297 -0.157681 -0.697598 -0.181 0.011 0.127 0.11
H 1.983303 -0.034392 1.111950 -0.176 -0.022 -0.133 0.10
H 0.483378 -2.087775 1.022539 -0.020 0.061 -0.166 0.11
H 0.801357 -2.219920 -0.777711 -0.044 0.122 0.094 0.11
H -0.686028 1.113198 1.528491 0.018 -0.054 -0.157 0.11
H -1.853521 -0.088438 0.893124 0.209 0.038 -0.012 0.11
H -2.157498 1.360385 -1.095525 0.166 -0.077 0.054 0.11
H -0.634321 2.226361 -0.721934 -0.058 -0.133 -0.030 0.12
```
Positions in Å, forces in eV/Å.

Properties
- calculated total energy (eV) = -7360.0881
- charge = 0

---

Below is C5H8O in the gas phase in a non-equilibrium geometry, with properties calculated with the ωB97M-V functional and the def2-TZVPD basis.

```
14
Properties=species:S:1:pos:R:3:forces:R:3:lowdin_charge:R:1
C 1.392790 -0.957136 -0.496857 -0.832 0.172 1.111 0.04
C 0.552479 -0.078261 0.074703 0.646 0.124 0.075 -0.40
C 0.694167 1.447480 -0.055848 -0.524 0.579 -0.424 -0.08
C -0.713007 -0.514731 0.839147 -0.012 0.644 0.590 -0.14
C -1.711672 -0.510150 -0.304952 -1.533 0.905 -0.133 -0.27
O -2.529640 0.383268 -0.469765 1.053 -1.163 0.102 0.03
H 1.282664 -2.003196 -0.228837 -0.017 -0.047 -0.337 0.06
H 2.245678 -0.685666 -1.092372 0.105 0.242 -0.136 0.06
H 1.459214 1.714511 -0.914607 -1.769 -0.354 1.748 0.11
H 1.083406 1.862807 0.940201 -0.527 -0.493 -1.431 0.09
H -0.402938 1.902137 -0.217088 2.618 -0.744 0.089 0.11
H -0.741546 -1.494214 1.378643 0.581 0.566 -0.776 0.12
H -0.973969 0.274970 1.612603 0.086 -0.855 -1.096 0.13
H -1.637622 -1.341820 -1.064971 0.127 0.427 0.619 0.14
```
Positions in Å, forces in eV/Å.

Properties
- calculated total energy (eV) = -7360.6662
- SMILES = C=C(C)CC=O
- charge = 0

---

Below is C5H8O in the gas phase, with properties calculated with the ωB97M-V functional and the def2-TZVPD basis.

```
14
Properties=species:S:1:pos:R:3:forces:R:3:lowdin_charge:R:1
C -0.436109 -2.902889 -0.369934 -0.058 -0.089 -0.052 -0.10
C 0.016605 -1.552570 -0.067080 0.039 0.571 0.238 -0.08
C 0.048220 -0.392032 0.259075 -0.192 -0.573 -0.122 -0.01
C -0.549975 0.898666 0.641037 -0.291 -0.056 0.035 -0.26
O 0.303247 1.950615 0.975329 0.079 0.017 0.099 -0.18
C 1.059629 2.357788 -0.134365 0.240 0.156 -0.240 -0.12
H 0.041925 -3.402650 -1.212369 0.183 0.172 0.077 0.07
H -0.393004 -3.553460 0.509267 -0.023 0.093 -0.179 0.08
H -1.476300 -2.720794 -0.645653 -0.143 -0.515 0.008 0.08
H -1.181447 0.712637 1.513561 0.061 0.090 -0.049 0.13
H -1.207017 1.184684 -0.197454 0.049 0.104 0.138 0.13
H 0.403559 2.633236 -0.975059 0.100 -0.005 0.093 0.09
H 1.636837 3.231098 0.172025 0.001 -0.119 -0.081 0.09
H 1.733829 1.555672 -0.468380 -0.047 0.153 0.034 0.09
```
Positions in Å, forces in eV/Å.

Properties
- calculated total energy (eV) = -7359.4513
- SMILES = CC#CCOC
- charge = 0

---

Below is 3 unconnected molecules or ions with the total composition C5H8O, with properties calculated with the ωB97M-V functional and the def2-TZVPD basis.

```
14
Properties=species:S:1:pos:R:3:forces:R:3:lowdin_charge:R:1
C -0.558850 0.977119 -0.896499 -0.031 -0.108 -0.217 -0.18
C 0.206608 0.268058 -1.907831 -0.054 -0.076 -0.235 -0.06
C 0.723063 0.350070 -0.403579 0.078 0.124 0.373 -0.28
C 0.339700 -0.245956 0.804496 0.039 -0.106 -0.307 -0.33
C -0.229537 -1.395714 1.460874 -0.258 -0.148 -0.030 -0.04
O 1.000602 -0.733044 1.876767 0.118 0.149 0.088 0.04
H -1.421015 0.355404 -0.626769 0.094 0.119 0.050 0.08
H -0.730326 1.713742 0.451400 0.042 -0.122 0.193 0.10
H 0.969843 0.762216 -2.505758 -0.074 -0.060 0.124 0.10
H -0.176543 -0.646847 -2.359744 0.031 0.105 0.079 0.10
H 1.573308 1.024701 -0.324253 -0.090 -0.095 -0.014 0.15
H -0.544826 1.227601 1.243397 -0.037 0.068 -0.068 0.11
H -1.066965 -1.265438 2.141194 0.131 -0.016 -0.084 0.11
H -0.085061 -2.391914 1.046305 0.013 0.165 0.047 0.12
```
Positions in Å, forces in eV/Å.

Properties
- calculated total energy (eV) = -7354.1799
- charge = 0

---

Below is C5H8O in the gas phase in a non-equilibrium geometry, with properties calculated with the ωB97M-V functional and the def2-TZVPD basis.

```
14
Properties=species:S:1:pos:R:3:forces:R:3:lowdin_charge:R:1
C -2.480363 -0.051538 0.089827 0.427 0.238 -0.290 0.11
C -1.357066 -0.291506 -0.267232 -0.062 -2.107 0.052 -0.17
C -0.175291 -1.158643 -0.633630 -0.546 1.439 -0.138 -0.17
C 1.085716 -0.831862 0.137472 0.932 2.344 0.381 -0.16
O 1.639712 0.563746 -0.051187 0.161 -2.892 -0.609 -0.21
C 0.800786 1.591487 0.306246 -2.764 0.112 -0.572 -0.17
H -3.465067 0.220965 0.345543 -0.344 0.235 0.165 0.02
H 0.002375 -1.029275 -1.704450 0.067 -0.188 0.044 0.12
H -0.461322 -2.198676 -0.430878 0.090 0.250 -0.086 0.13
H 0.910324 -0.927867 1.216137 0.076 -0.250 -0.134 0.12
H 1.919860 -1.442053 -0.197706 -0.095 -0.163 0.160 0.12
H 0.625851 1.628371 1.382196 0.222 0.210 0.348 0.08
H -0.274942 1.395449 -0.123097 2.078 1.067 0.501 0.08
H 1.229428 2.531402 -0.069242 -0.243 -0.293 0.178 0.09
```
Positions in Å, forces in eV/Å.

Properties
- calculated total energy (eV) = -7358.9760
- SMILES = C#CCCOC
- charge = 0

---

Below is C5H8O in the gas phase, with properties calculated with the ωB97M-V functional and the def2-TZVPD basis.

```
14
Properties=species:S:1:pos:R:3:forces:R:3:lowdin_charge:R:1
C -0.013915 -1.479298 -0.220269 -0.156 -0.144 -0.052 -0.08
C 1.295809 -0.775660 0.038067 0.203 0.076 0.036 -0.08
C 0.023370 -0.004470 0.003384 0.009 -0.047 0.000 -0.40
C -0.430512 1.098451 -0.936207 0.163 -0.034 -0.349 -0.12
O -1.268462 1.650627 0.092524 -0.113 0.171 0.007 -0.11
C -0.679465 0.795843 1.086169 0.083 -0.149 0.354 -0.12
H -0.210620 -1.842382 -1.226551 0.043 0.097 0.154 0.10
H -0.421413 -2.107571 0.568499 0.072 0.135 -0.104 0.10
H 1.778298 -0.924192 1.000841 -0.091 0.012 -0.138 0.10
H 1.983646 -0.654139 -0.795086 -0.111 -0.028 0.120 0.10
H 0.369456 1.799690 -1.216430 -0.129 -0.095 0.004 0.12
H -0.997425 0.807361 -1.828337 0.053 0.025 0.138 0.12
H 0.003268 1.357414 1.740571 -0.113 -0.082 -0.063 0.12
H -1.432034 0.278326 1.692824 0.088 0.063 -0.106 0.12
```
Positions in Å, forces in eV/Å.

Properties
- calculated total energy (eV) = -7359.9961
- SMILES = C1CC12COC2
- charge = 0

---

Below is C5H8O in the gas phase in a non-equilibrium geometry, with properties calculated with the ωB97M-V functional and the def2-TZVPD basis.

```
14
Properties=species:S:1:pos:R:3:forces:R:3:lowdin_charge:R:1
C -1.164039 -0.811913 0.500815 7.447 7.235 -4.380 -0.01
C 0.106815 -1.222279 0.394763 -4.025 -4.664 2.488 -0.30
O 1.234871 -0.720894 0.210575 3.381 7.425 0.305 -0.02
C 1.071303 0.792988 0.375828 0.145 0.521 -5.966 -0.05
C 0.037755 1.159090 -0.904878 -0.025 -3.015 1.291 -0.15
C -1.299803 0.457405 -0.417234 0.875 2.606 2.794 -0.21
H -1.884141 -1.397323 0.561922 -6.245 -5.362 1.003 0.00
H 0.427287 -2.164985 0.699234 -0.933 -2.802 0.557 0.11
H 0.513766 1.291169 1.177567 0.677 -1.271 0.732 0.12
H 2.061524 1.198360 0.071183 -0.667 -0.240 1.019 0.11
H -0.263140 2.230997 -0.939913 0.995 -0.777 -0.654 0.10
H 0.239496 0.554471 -1.868333 0.759 1.766 1.287 0.13
H -1.579288 1.331347 0.202835 -1.252 -0.658 0.055 0.09
H -1.906646 0.471367 -1.284858 -1.131 -0.762 -0.532 0.08
```
Positions in Å, forces in eV/Å.

Properties
- calculated total energy (eV) = -7357.8634
- SMILES = C1=COCCC1
- charge = 0

---

Below is C5H8O in the gas phase, with properties calculated with the ωB97M-V functional and the def2-TZVPD basis.

```
14
Properties=species:S:1:pos:R:3:forces:R:3:lowdin_charge:R:1
C -1.876236 0.373364 -1.482437 -0.091 0.060 0.024 -0.11
C -0.416101 0.006312 -1.413495 0.102 0.010 0.127 -0.15
C 0.430059 0.327019 -0.469672 0.018 -0.041 -0.165 -0.05
C 1.320034 0.516726 0.471628 -0.184 -0.035 -0.116 -0.08
C 1.467297 -0.471799 1.610821 0.378 0.048 -0.010 -0.28
O 0.274763 -1.159680 1.907977 -0.215 0.095 0.055 -0.07
H -2.507678 -0.492899 -1.250243 0.144 0.085 -0.022 0.07
H -2.129099 1.172665 -0.781763 0.073 -0.099 -0.056 0.07
H -2.151908 0.700139 -2.490220 0.088 -0.001 0.127 0.07
H -0.028522 -0.621715 -2.217869 -0.054 0.100 0.100 0.11
H 1.989639 1.376812 0.448569 -0.133 -0.144 -0.029 0.10
H 2.190599 -1.241158 1.322853 0.007 0.055 0.046 0.12
H 1.880064 0.030537 2.498961 -0.160 0.017 -0.128 0.11
H -0.442912 -0.516324 1.844888 0.027 -0.151 0.048 0.09
```
Positions in Å, forces in eV/Å.

Properties
- calculated total energy (eV) = -7360.1851
- SMILES = CC=C=CCO
- charge = 0

---

Below is C5H8O in the gas phase, with properties calculated with the ωB97M-V functional and the def2-TZVPD basis.

```
14
Properties=species:S:1:pos:R:3:forces:R:3:lowdin_charge:R:1
O 2.594492 -0.139537 -0.749189 -0.292 0.192 0.346 0.06
C 1.934117 0.365687 0.127625 0.089 -0.131 -0.217 -0.24
C 0.524628 -0.011237 0.475246 0.135 -0.068 0.046 -0.29
C -0.213856 -1.116835 -0.300033 0.037 -0.167 -0.040 -0.14
C -1.490522 -0.250427 -0.215402 -0.179 -0.030 -0.029 -0.17
C -0.593215 0.979461 0.040071 -0.029 0.213 0.010 -0.14
H 2.349090 1.196328 0.743203 0.017 -0.077 -0.121 0.13
H 0.471567 -0.174714 1.559172 -0.007 0.046 -0.104 0.15
H 0.165332 -1.195004 -1.323731 -0.026 0.042 0.163 0.11
H -0.239921 -2.113323 0.148606 0.014 0.149 -0.081 0.11
H -2.154829 -0.222044 -1.083438 0.122 -0.005 0.126 0.10
H -2.080811 -0.497478 0.673464 0.088 0.034 -0.134 0.11
H -0.330407 1.476143 -0.900644 -0.007 -0.072 0.148 0.12
H -0.922749 1.730486 0.763089 0.037 -0.125 -0.110 0.10
```
Positions in Å, forces in eV/Å.

Properties
- calculated total energy (eV) = -7361.0938
- SMILES = O=CC1CCC1
- charge = 0

---

Question: Which value of charge does entry 4 give?
Answer: 0

---

Question: What is the formula in the tenth record?
Answer: C5H8O